--- w ---
ORCA calculation (wB97M-V/def2-TZVPD) on an isolated molecule of C6H8Si.

Last columns: bonded neighbours and bond lengths (Å).
Atoms and positions in Å:
1 C -0.192 -3.130 1.072  C2 1.307, H8 1.083, H9 1.076
2 C -0.302 -1.831 1.161  C1 1.307, C3 1.326
3 C 0.005 -0.554 0.976  C2 1.326, C4 1.539, H10 1.169
4 C -0.584 0.447 -0.035  C3 1.539, Si5 1.994, C6 1.488, H11 1.037
5 Si -0.797 2.429 -0.027  C4 1.994, C6 1.907, H12 1.411, H13 1.432
6 C 0.324 1.192 -0.948  C4 1.488, Si5 1.907, C7 1.321
7 C 1.395 1.070 -1.712  C6 1.321, H14 1.024, H15 1.097
8 H -0.633 -3.785 1.814  C1 1.083
9 H 0.279 -3.607 0.230  C1 1.076
10 H 0.894 -0.019 1.514  C3 1.169
11 H -1.386 0.036 -0.548  C4 1.037
12 H -1.920 2.881 -0.750  Si5 1.411
13 H -0.675 2.969 1.294  Si5 1.432
14 H 1.695 1.807 -2.357  C7 1.024
15 H 1.898 0.095 -1.684  C7 1.097

The frontier orbital gap comes out at 8.84 eV. As for the SMILES: C=C=C[C@H]1[SiH2]C1=C. Its HOMO energy is -8.339 eV. The calculation puts the LUMO energy at 0.50 eV.



--- x ---
ORCA calculation (wB97M-V/def2-TZVPD) on a cluster of 2 separate species, C6H8Si in total.

Last columns: bonded neighbours and bond lengths (Å).
Atoms and positions in Å:
1 C -1.734 0.623 1.622  C2 1.282, C5 1.518, H8 1.071
2 C -1.668 1.024 0.405  C1 1.282, C5 1.498, H9 1.080
3 C 0.253 -0.886 -2.346  C4 1.179, H10 1.118
4 C 1.285 -0.448 -2.713  C3 1.179, H11 1.080
5 C -1.399 -0.438 0.590  C1 1.518, C2 1.498, Si7 1.946, H12 1.125
6 C 1.461 0.172 0.933  Si7 1.853, H13 1.150, H14 1.093, H15 1.161
7 Si 0.342 -1.293 0.750  C5 1.946, C6 1.853
8 H -1.783 0.738 2.686  C1 1.071
9 H -1.801 1.814 -0.318  C2 1.080
10 H -0.590 -1.200 -1.682  C3 1.118
11 H 2.301 -0.253 -3.022  C4 1.080
12 H -2.192 -1.033 0.058  C5 1.125
13 H 1.646 0.988 0.144  C6 1.150
14 H 1.365 0.509 1.969  C6 1.093
15 H 2.514 -0.318 0.925  C6 1.161

The frontier orbital gap comes out at 7.64 eV. Its HOMO energy is -7.645 eV. The calculation puts the LUMO energy at -0.01 eV.



It is w that is most stable; the runner-up trails by 1.998 eV.